(1)
74
Properties=species:S:1:pos:R:3:mulliken_charge:R:1 method="wB97M-V/def2-TZVPD" lumo_ha=0.050 total_charge=-1 orbital_gap_ev=5.87 e_homo_ev=-4.51 mol_weight_g_mol=1142.69
Sb 4.91648 -0.17395 -3.08615 0.204
Pd 2.24164 -0.84965 -1.37223 0.413
Se 4.60589 -0.73227 -5.36986 -0.564
Se 3.05854 1.33596 -2.39857 -0.438
Se 3.71745 -2.93225 -1.88744 -0.365
Se 2.01527 -3.09224 -0.35470 -0.424
S -1.68291 0.07875 -2.18224 -0.636
S 3.48425 -0.25359 0.50879 -0.626
P -0.91001 0.28523 -0.37352 2.119
P 1.77557 0.71170 1.05526 2.266
O -0.58036 -5.22680 -5.03664 -0.677
O -2.35607 -3.14825 -1.54174 -0.470
N 1.09427 -1.39672 -3.14904 1.494
N -2.03961 -4.42234 -3.51484 -0.046
C 2.87269 3.00470 2.22984 -0.345
C 1.87777 4.71191 0.28146 -1.040
C 1.59781 3.35370 0.22002 -0.530
C 0.44002 0.60980 4.95508 -0.679
C 2.65699 5.21306 1.31108 -0.562
C 0.65302 -1.11925 -5.47780 -1.266
C -3.13597 -0.82739 0.89938 -0.448
C -1.04316 -1.90802 1.37302 0.857
C 0.34983 -2.51091 -3.16774 0.036
C 3.16240 4.35662 2.28366 -0.693
C -1.44344 1.89035 0.33048 -0.006
C -1.75082 -0.90448 0.73419 -0.518
C -1.61880 2.06040 1.69879 -0.588
C 1.21667 -0.70532 -4.28145 -0.488
C 1.37805 -1.53937 4.43445 -0.648
C -1.70203 -2.82245 2.18754 -0.870
C 2.07944 2.49836 1.19997 0.560
C 1.71423 -1.08881 3.16838 -0.537
C -0.95397 -4.31024 -4.32735 0.050
C -2.74842 -3.33829 -2.87400 -0.529
C 1.41215 0.21669 2.78160 0.611
C -0.23553 -2.99301 -4.32363 0.056
C 0.73733 -0.69318 5.32859 -0.616
C -0.05911 -2.29640 -5.51187 -0.531
C -3.07041 -2.73266 2.36078 -0.516
C 0.77819 1.06258 3.68823 -0.517
C -1.60705 2.98292 -0.51765 -0.505
C 0.79198 0.20147 -0.20898 -0.652
C -1.92262 3.31182 2.21920 -0.589
C -3.79095 -1.73137 1.71303 -0.785
C -1.91670 4.22944 -0.00057 -0.582
C -2.06640 4.39854 1.37062 -0.595
H 0.02609 -1.97415 1.22230 -0.369
H -2.05325 3.43517 3.28758 0.436
H 1.49287 5.37363 -0.48379 0.440
H 0.54737 2.08108 3.40286 0.552
H -1.13721 -3.60452 2.67943 0.420
H 1.61642 -2.55544 4.72253 0.438
H -2.43123 -5.34954 -3.47355 0.237
H -1.52599 1.20839 2.36017 0.574
H 0.25048 -3.04731 -2.23441 0.187
H -4.86426 -1.66908 1.83991 0.385
H -2.12416 -2.20628 -1.45793 -0.079
H -3.58636 -3.44514 2.99197 0.356
H 0.82230 -0.52758 -6.36555 0.467
H -0.05414 1.27614 5.65098 0.421
H -2.58562 -2.42350 -3.44747 0.363
H -1.49395 2.83671 -1.58600 0.331
H 2.21346 -1.74808 2.46585 0.209
H 1.79782 0.20292 -4.23260 0.423
H -2.04141 5.07358 -0.66727 0.423
H 3.78284 4.74494 3.08101 0.407
H 2.87970 6.27167 1.35655 0.382
H -3.81374 -3.58649 -2.91144 0.372
H -0.47721 -2.68120 -6.43331 0.477
H -2.30109 5.37514 1.77481 0.385
H 1.01472 2.94318 -0.59394 0.696
H 0.47213 -1.04779 6.31659 0.388
H -3.68991 -0.05882 0.37320 0.438
H 3.26973 2.33760 2.98609 0.456


(2)
111
Properties=species:S:1:pos:R:3:mulliken_spin:R:1 method="wB97M-V/def2-TZVPD" lumo_ha="0.129 / 0.129" spin_multiplicity=3 total_charge=-2 orbital_gap_ev="4.38 / 4.38" s_squared=2.03 e_homo_ev="-0.86 / -0.86" mol_weight_g_mol=1227.52
Sb 0.66698 -6.36127 -0.04997 -0.002
Se 2.91058 -7.31602 -0.00437 -0.008
Se 0.66938 -3.87230 -0.08431 -0.043
Se -0.49210 -7.24110 -2.01070 0.000
Se -0.52403 -7.12950 1.94609 0.001
Ti 0.40193 -1.72076 -0.06230 1.077
S -0.16596 0.62616 0.04341 0.061
Si 0.33218 2.59460 0.06100 0.029
O 2.59973 -2.20226 3.50536 0.005
O 0.11942 3.32477 -1.40612 0.003
O 2.48677 -2.29762 -3.53176 0.011
O 1.87701 2.99267 0.47522 0.000
O -0.69448 3.27606 1.15182 -0.003
N 0.77552 -1.83923 -2.12018 0.036
N 2.36018 -1.63195 -0.01847 0.216
N 0.82509 -1.95986 2.12567 -0.027
N -1.73194 -2.29616 -0.18128 -0.051
C 1.83168 2.17215 -2.74035 -0.004
C 3.01030 -1.92215 1.14576 0.152
C -3.85334 -2.91189 -1.11468 0.002
C 4.32884 -2.33336 1.16961 -0.105
C 0.16049 3.73090 -3.73521 0.000
C 0.26738 -2.46695 3.37467 0.022
C 0.13461 -2.27875 -3.35272 0.013
C 4.98978 -2.54389 -0.04432 0.244
C -2.34482 0.23027 3.96701 0.007
C 1.02590 3.45442 -2.50637 0.001
C -1.65927 -2.26684 4.94868 0.001
C -0.85708 -1.32257 -3.97474 -0.013
C -0.91859 -1.70810 3.90866 0.001
C -2.61993 -2.28801 -1.17567 0.026
C -1.90632 4.70206 2.58587 0.000
C -2.70259 0.35853 -5.22872 0.000
C 3.67376 1.49146 0.94791 0.030
C 1.32044 -2.50316 -4.32383 -0.006
C 2.07143 -1.99011 -2.28543 0.079
C -2.07619 0.75473 -4.05677 0.001
C -5.55801 -4.28915 0.15083 0.000
C 3.52074 3.76409 1.99265 0.000
C -4.23246 -3.60055 0.02688 0.004
C -3.31461 -3.60820 1.07190 0.005
C -2.40656 -0.88337 -5.77606 0.001
C -1.14624 -0.07365 -3.44010 0.008
C -1.37604 4.52064 1.16355 0.000
C -3.06797 -0.31824 5.01563 0.000
C -1.49660 -1.71890 -5.14928 0.002
C -1.27143 -0.45808 3.41753 0.004
C -0.43572 5.67746 0.81444 0.000
C -2.10626 -2.96688 0.92090 -0.016
C 1.94103 1.95808 2.70323 0.003
C 2.98595 -1.93684 -1.20306 0.260
C 1.97458 4.63822 -2.27890 0.000
C 1.46837 -2.42527 4.34795 -0.001
C 2.11887 -1.98754 2.26183 0.018
C -2.53818 4.46126 0.16859 0.001
C 4.31079 -2.35995 -1.23824 -0.128
C -2.72403 -1.57340 5.50127 0.001
C 2.72734 2.54031 1.52734 -0.009
H 1.59731 -3.36579 4.88130 0.000
H -2.30451 1.71516 -3.61003 0.000
H -1.28149 -2.70005 -5.55930 0.000
H 2.69610 4.69944 -3.09636 0.000
H -6.05591 -4.35909 -0.81546 0.000
H -0.00876 -3.52014 3.21350 -0.001
H -3.29081 -2.01656 6.31170 0.000
H 5.99596 -2.93952 -0.05000 0.028
H -2.88611 -1.20760 -6.69207 0.000
H -2.49742 3.83002 2.86820 0.000
H -1.38881 -3.01862 1.71646 0.052
H 1.38691 -1.60122 5.06204 0.001
H -0.08150 5.56977 -0.20977 0.000
H 3.09738 0.65188 0.55730 -0.004
H -0.95493 6.63323 0.91487 0.000
H -0.72121 -0.01606 2.59406 0.006
H 4.36323 1.11871 1.70791 0.000
H -0.67522 0.25215 -2.51911 0.012
H 1.49042 1.00294 2.42610 0.010
H 4.77193 -2.58045 2.12398 -0.005
H 2.48768 1.97852 -1.89319 0.001
H -1.40092 -3.25506 5.31419 0.000
H 1.13778 2.64094 2.98478 0.000
H -3.18117 3.61383 0.41152 0.000
H 1.32106 -1.77020 -5.13405 0.001
H 1.15785 1.32182 -2.85618 0.006
H 2.59629 1.79724 3.56147 -0.001
H -6.20463 -3.73405 0.83442 0.000
H -0.42295 2.84548 -3.99062 0.000
H -2.52990 5.59576 2.65338 0.000
H 1.41108 5.57394 -2.23523 0.000
H 0.42853 5.66611 1.48202 0.000
H -3.12411 5.38261 0.19594 0.000
H 2.84375 4.49462 2.44133 0.000
H -3.42101 1.00790 -5.71465 0.000
H -2.33586 -1.76837 -2.07390 -0.010
H 2.50683 4.50219 -1.34106 0.000
H 4.24602 1.92285 0.12286 0.000
H -5.42038 -5.29177 0.55608 0.000
H -0.35913 -3.23890 -3.14187 0.002
H 2.43911 2.26727 -3.64243 0.000
H 0.79023 3.99886 -4.58577 0.000
H -2.60691 1.20411 3.57119 0.001
H -1.07170 4.79252 3.28363 0.000
H -4.49944 -2.87174 -1.98330 0.000
H 4.01152 4.22835 1.13522 0.000
H 4.27524 3.47208 2.72500 0.000
H 1.33664 -3.51015 -4.73987 0.002
H -0.52384 4.55622 -3.52716 0.000
H -2.13904 4.31178 -0.83547 0.000
H -3.89789 0.22335 5.45363 0.000
H -3.51056 -4.14727 1.98973 -0.001
H 4.74098 -2.62407 -2.19430 -0.010


Energy relative to the best compared isomer or geometry (same formula, charge and spin)
In order: 0.0 49.7
Unit: kcal per mole
E
In order: -12949.3675 -13572.8589
Unit: hartree